# 1
{
  "formula": "C19H20ClN3O5S",
  "method": "ωB97M-V/def2-TZVPD",
  "orbital_gap_ev": 8.4,
  "lumo_ev": 0.404,
  "species": ["C", "H", "H", "C", "C", "O", "H", "C", "O", "C", "H", "C", "C", "C", "H", "C", "C", "C", "H", "H", "C", "O", "H", "H", "O", "H", "C", "H", "H", "C", "H", "C", "C", "C", "H", "S", "H", "H", "N", "C", "N", "H", "O", "H", "Cl", "H", "H", "N", "C"],
  "xyz": [[0.06878, 3.95099, -1.48085], [2.81496, 1.13480, -0.81374], [-1.54431, 2.26707, -3.84306], [1.93780, 0.70458, -1.30924], [-2.88183, -0.03551, 1.07085], [-3.43093, 3.29825, -2.83569], [1.61968, 3.07424, -0.27255], [-2.70219, 2.11931, -0.61315], [-2.70030, 4.71844, -0.94542], [-2.48507, 1.19250, 1.57954], [2.66517, -6.92658, 3.21280], [-3.11459, 0.89976, -1.11394], [2.69603, -5.88696, 3.57649], [0.02047, 1.34666, -2.64397], [3.16933, -5.86519, 4.57119], [2.59704, -4.12371, 2.23342], [-0.63915, 2.55562, -3.30945], [1.78638, -2.23613, 1.05535], [-0.25148, -1.72102, 1.40824], [-2.24467, 1.29272, 2.62627], [-2.39796, 2.27722, 0.72500], [0.06607, -0.09222, 0.01613], [-3.37197, 0.82344, -2.15879], [-2.10846, 3.25240, 1.08424], [1.38425, -5.37680, 3.66473], [-0.72001, 0.80496, -2.04001], [1.34501, -4.29121, 2.82910], [-0.66137, -3.56577, 3.00534], [0.40232, 0.67467, -3.41729], [2.84586, -3.10914, 1.34627], [0.06465, 3.01243, -4.01353], [0.54297, -2.40482, 1.64923], [1.22601, -0.22496, -0.31294], [-3.20575, -0.19198, -0.26884], [3.81766, -2.99253, 0.89435], [-2.55208, 3.52569, -1.72644], [-0.34293, 4.63508, -0.73935], [2.28525, 0.10075, -2.15466], [-1.01309, 3.55969, -2.34710], [0.30518, -3.44026, 2.54856], [1.14884, 1.79446, -1.83726], [0.80959, 4.48105, -2.08909], [3.44911, -5.09638, 2.67921], [3.00064, -1.20070, -0.20949], [-2.99599, -1.38809, 2.12817], [-3.51938, -1.15451, -0.64125], [0.03129, 2.28640, -0.09904], [2.05407, -1.20216, 0.14545], [0.72911, 2.74347, -0.81379]],
  "atomic_forces_ev_per_a": [[0.4, 0.1, 0.6], [0.0, -0.1, 0.0], [0.2, -0.1, -0.2], [-0.2, 0.3, -0.2], [0.0, 0.4, -0.2], [0.1, -0.4, 0.0], [0.0, 0.0, 0.0], [0.0, 0.6, -0.4], [0.2, -0.2, 0.3], [0.0, -0.1, -0.1], [0.0, 0.3, 0.0], [-0.1, -0.1, -0.1], [0.4, -1.0, 0.6], [-0.1, 0.1, -0.2], [-0.1, 0.1, -0.2], [-0.6, 0.1, 0.2], [0.0, -0.6, -0.4], [-0.3, -0.3, 0.3], [0.0, 0.0, 0.0], [0.0, 0.0, 0.1], [0.0, 0.1, 0.1], [-0.1, 0.0, 0.0], [-0.1, -0.1, -0.1], [0.0, 0.1, 0.1], [-0.3, 0.2, 0.0], [0.1, 0.0, -0.1], [0.4, 0.3, -0.3], [-0.2, 0.0, 0.1], [-0.1, 0.0, 0.0], [0.0, -0.2, 0.2], [-0.1, 0.0, 0.0], [0.0, 0.3, -0.2], [0.3, 0.1, -0.2], [0.1, 0.0, 0.1], [0.2, 0.0, -0.1], [0.0, 0.2, -0.2], [0.2, 0.1, 0.0], [0.1, 0.0, 0.1], [-1.0, 0.1, 0.3], [0.4, -0.4, 0.2], [0.1, -0.2, 0.1], [-0.1, 0.0, 0.0], [0.1, 0.4, -0.3], [-0.2, 0.1, 0.0], [0.0, -0.3, 0.2], [0.0, -0.1, 0.0], [0.2, 0.1, -0.1], [0.4, 0.0, -0.1], [-0.1, 0.2, 0.0]],
  "nbo_charge": [-0.235, 0.217, 0.237, -0.308, -0.015, -0.942, 0.202, -0.359, -0.942, -0.214, 0.158, -0.119, 0.236, -0.252, 0.158, 0.238, -0.235, 0.146, 0.262, 0.232, -0.183, -0.625, 0.234, 0.243, -0.489, 0.201, 0.269, 0.228, 0.202, -0.288, 0.204, -0.259, 0.670, -0.242, 0.218, 2.331, 0.238, 0.218, -0.670, -0.245, -0.445, 0.204, -0.476, 0.395, 0.016, 0.232, 0.201, -0.597, -0.252]
}


# 2
{
  "formula": "C19H20FN3O3",
  "method": "ωB97M-V/def2-TZVPD",
  "orbital_gap_ev": 9.0,
  "lumo_ev": 0.461,
  "species": ["H", "C", "C", "C", "C", "H", "H", "N", "C", "C", "O", "H", "H", "O", "H", "C", "H", "C", "N", "H", "H", "C", "H", "N", "O", "C", "C", "C", "F", "C", "H", "C", "C", "C", "C", "C", "H", "H", "C", "H", "H", "H", "H", "H", "H", "H"],
  "xyz": [[-1.23457, 1.77989, 0.65608], [1.75928, 0.88244, 1.90590], [3.91770, 4.27404, 0.61976], [1.43868, -0.18385, -1.41648], [-1.69457, -0.04412, 2.67151], [4.13893, -2.23176, -1.42048], [-0.57208, -1.06502, 1.17195], [-2.76205, 0.00550, 1.81414], [0.43151, -1.12977, -1.61140], [-0.37629, -0.43015, 2.03799], [-1.85122, 0.21091, 3.84268], [-3.19296, 0.37569, -2.33021], [3.52706, 0.17117, -1.18947], [2.55154, 4.11390, 0.32486], [1.17997, 0.85893, -1.31432], [-3.60070, -0.21736, -0.31670], [-5.59901, 0.30725, -0.88342], [-3.29191, -0.54822, -1.75277], [-2.63053, -0.25420, 0.50078], [-4.11872, -1.12568, -2.17055], [3.56091, 2.00281, 1.74898], [0.55316, 2.91247, 0.48800], [4.52188, 3.47640, 0.17509], [-0.88818, -0.67634, -1.65553], [-2.06427, -2.55924, -2.18607], [0.76882, -2.47240, -1.74838], [2.10213, -2.82745, -1.67542], [-2.02371, -1.38939, -1.88827], [2.42743, -4.12996, -1.80291], [2.51265, 1.97024, 1.49775], [4.09486, 4.30565, 1.69945], [-0.18327, 1.82105, 0.89722], [3.11286, -1.90605, -1.47271], [1.91453, 3.00008, 0.78197], [0.40863, 0.78354, 1.61169], [-5.02679, 0.12021, 0.02010], [2.24311, 0.09390, 2.46281], [-5.49070, -0.70807, 0.55716], [2.76153, -0.57287, -1.34544], [0.01374, -3.22307, -1.90829], [4.20412, 5.22822, 0.18039], [-5.07658, 1.00621, 0.65396], [-3.66691, 0.23151, 2.22577], [0.19811, -0.98792, 2.77782], [-1.00294, 0.28710, -1.37312], [0.09586, 3.72000, -0.06261]],
  "atomic_forces_ev_per_a": [[-0.1, 0.0, 0.0], [-0.3, 0.0, 0.0], [0.2, 0.0, 0.0], [-0.1, 0.0, 0.0], [0.3, -0.2, 0.0], [0.1, -0.1, 0.0], [0.1, 0.0, 0.1], [-1.3, 0.2, 0.0], [0.4, -0.2, -0.1], [0.1, -0.1, 0.1], [0.0, 0.0, 0.1], [-0.1, 0.0, 0.0], [0.1, 0.1, 0.0], [-0.3, -0.1, 0.0], [0.0, 0.1, 0.0], [-0.2, 0.1, 0.3], [-0.1, 0.0, 0.0], [0.2, -0.3, 0.0], [0.3, -0.2, -0.3], [0.1, 0.0, 0.0], [0.1, 0.0, 0.0], [0.2, 0.1, 0.0], [0.0, 0.0, 0.0], [0.1, 0.3, -0.2], [0.0, -0.4, 0.0], [0.0, -0.3, 0.0], [0.1, 0.3, 0.1], [-0.3, 0.5, 0.0], [0.0, 0.1, 0.0], [0.2, 0.3, -0.1], [0.0, 0.0, 0.0], [0.1, 0.1, 0.0], [0.0, -0.3, 0.0], [-0.1, -0.1, -0.1], [0.1, -0.1, 0.1], [0.3, 0.0, 0.2], [0.0, -0.1, 0.1], [-0.1, 0.0, 0.0], [-0.1, -0.1, 0.0], [0.0, 0.0, 0.0], [0.0, -0.1, 0.0], [-0.1, 0.1, 0.0], [0.3, 0.0, 0.0], [-0.1, 0.0, 0.0], [-0.1, -0.2, 0.0], [-0.1, 0.1, -0.1]],
  "nbo_charge": [0.214, -0.196, -0.252, -0.281, 0.691, 0.228, 0.251, -0.461, 0.249, -0.549, -0.586, 0.230, 0.217, -0.494, 0.217, 0.263, 0.234, -0.534, -0.271, 0.245, 0.220, -0.250, 0.174, -0.621, -0.596, -0.351, 0.421, 0.701, -0.324, -0.298, 0.178, -0.246, -0.313, 0.299, 0.056, -0.696, 0.214, 0.240, -0.177, 0.270, 0.202, 0.225, 0.384, 0.241, 0.409, 0.223]
}


# 3
{
  "formula": "C19H20FeNO3",
  "method": "ωB97M-V/def2-TZVPD",
  "multiplicity": 5,
  "orbital_gap_ev": [7.5, 4.6],
  "lumo_ev": [-2.558, -6.889],
  "charge": 1,
  "species": ["O", "H", "H", "H", "C", "O", "C", "H", "H", "C", "H", "H", "Fe", "C", "H", "C", "H", "C", "C", "C", "H", "C", "C", "H", "H", "H", "H", "H", "H", "N", "C", "C", "C", "O", "H", "C", "C", "H", "C", "H", "H", "C", "C", "C"],
  "xyz": [[-5.54291, -1.60686, -2.07097], [-0.25001, 0.28144, 0.10963], [-0.88769, 2.78229, 1.66146], [1.81331, 3.65316, -1.05670], [1.25522, 1.92711, 0.12586], [-2.07133, -1.39051, -4.16758], [-2.40579, -2.19638, -3.39591], [3.52173, -0.00016, -0.90076], [-2.29332, -4.27350, -0.09333], [2.26192, 2.72128, -0.70752], [0.05719, -1.15211, -1.94888], [-0.93468, 3.04044, 4.15140], [-3.13710, -3.22145, -2.17409], [2.35794, 2.00845, 2.36279], [1.17571, 2.76099, 5.46860], [-1.64920, -1.07028, 0.91636], [3.22957, 1.89852, 4.32513], [-2.41728, -2.23038, 0.72981], [-4.56049, -2.23476, -2.06381], [-1.14256, -2.83616, -1.30595], [-3.32752, -2.38397, 1.30568], [1.19173, 2.20388, 1.61565], [-0.17348, -1.67879, -1.00565], [3.13792, 2.96760, -0.09598], [1.99984, 1.83893, -2.69347], [2.12607, -0.38717, -1.93824], [3.27829, 1.71055, 1.85140], [0.25564, 2.07627, -0.30705], [-0.61629, -3.65148, -1.83680], [1.58736, 0.52417, -0.14807], [-3.79990, -4.52990, -3.13050], [0.01676, 2.61832, 2.25887], [2.54035, 0.36355, -1.24861], [-4.40994, -5.21220, -3.85279], [0.79444, -2.16510, -0.75332], [-2.07198, -3.20533, -0.26497], [2.33606, 2.15119, 3.75409], [1.68636, -0.11129, 0.63469], [0.00233, 2.78200, 3.65191], [3.69110, 1.99538, -2.16290], [-1.94218, -0.36792, 1.70287], [2.67552, 1.76793, -1.83640], [-0.53268, -0.75986, 0.13999], [1.17399, 2.59211, 4.39407]],
  "atomic_forces_ev_per_a": [[2.5, -1.5, 0.1], [-0.3, -0.3, 0.2], [0.3, -0.1, 0.3], [0.1, -0.1, 0.0], [-0.7, 0.4, 0.3], [-0.3, -1.7, 1.6], [0.6, 2.7, -3.0], [-0.5, -0.2, 0.3], [-0.1, 0.6, -0.1], [0.4, -0.1, 0.0], [-0.2, 0.2, 0.3], [0.4, 0.1, -0.2], [3.0, 0.3, 2.7], [-0.2, -0.3, 0.4], [0.0, -0.1, -0.2], [0.1, 0.1, 0.0], [-0.2, 0.3, -0.1], [-0.1, 0.4, 0.3], [-4.3, 2.6, 0.2], [0.3, -1.3, 2.6], [0.4, 0.0, 0.1], [0.1, 0.1, 0.1], [0.0, 0.0, -0.7], [-0.2, 0.0, 0.0], [0.2, 0.2, 0.0], [0.3, 0.1, 0.1], [-0.2, 0.0, 0.3], [0.1, 0.1, 0.0], [-0.6, 0.4, 0.1], [2.7, 0.7, 0.1], [-2.9, -3.3, -3.5], [0.0, -0.3, 0.0], [-0.1, 0.2, -0.2], [1.8, 1.6, 2.0], [-0.3, -0.1, -0.2], [1.2, -0.2, -1.7], [0.0, 0.1, -0.3], [-0.4, -0.1, 0.2], [0.1, 0.1, -0.4], [-0.2, -0.2, -0.1], [0.0, -0.2, -0.3], [-0.4, 0.2, -0.5], [-2.3, -1.0, -0.5], [-0.1, -0.3, -0.4]],
  "nbo_charge": [-0.467, 0.201, 0.225, 0.257, -0.128, -0.506, 0.502, 0.258, 0.260, -0.400, 0.221, 0.237, 0.070, -0.243, 0.238, -0.197, 0.235, -0.158, 0.512, -0.214, 0.229, 0.014, -0.498, 0.227, 0.230, 0.264, 0.210, 0.254, 0.239, -0.168, 0.491, -0.223, -0.282, -0.444, 0.222, -0.381, -0.190, 0.439, -0.186, 0.251, 0.225, -0.425, -0.226, -0.175]
}


# 4
{
  "formula": "C19H20IrN6O3P",
  "method": "ωB97M-V/def2-TZVPD",
  "multiplicity": 2,
  "orbital_gap_ev": [8.0, 5.3],
  "lumo_ev": [-9.792, -12.528],
  "charge": 3,
  "species": ["H", "C", "C", "N", "C", "H", "H", "N", "C", "N", "C", "H", "H", "N", "C", "Ir", "H", "O", "C", "C", "H", "H", "C", "C", "H", "H", "H", "N", "O", "C", "H", "P", "C", "C", "C", "H", "N", "H", "C", "C", "H", "O", "H", "H", "C", "C", "H", "C", "H", "H"],
  "xyz": [[-2.48182, 1.33705, -3.99883], [-0.88348, 1.09450, -2.47381], [-2.09274, 0.93019, -3.08094], [-0.80106, 0.44039, 1.48806], [-1.87749, 0.98245, 3.32557], [-4.21990, 0.07980, 3.95206], [-0.05058, 1.69798, -2.78904], [-0.79622, -3.59547, 0.08368], [3.88594, 1.87794, 0.45801], [-0.88622, 0.36641, -1.31318], [-4.20531, -0.33346, -2.55876], [0.93199, -4.86110, 0.01565], [2.59857, 0.94434, -2.31367], [-2.82783, 0.10392, -2.28366], [-1.85245, -4.61776, 0.15613], [0.58763, 0.26973, 0.10044], [-2.38549, -4.53304, 1.09975], [1.90799, 0.87370, 1.42177], [1.18833, -2.65732, -0.02656], [4.23779, 2.69741, -1.88090], [5.18462, 2.69900, 1.91851], [-2.53488, -4.50516, -0.68228], [3.24312, 0.92255, 1.43702], [-1.97627, -0.20499, 1.47811], [2.24351, -2.44605, -0.05860], [0.14388, 1.77014, 2.89228], [-4.71988, -0.03625, 2.25760], [0.22876, -1.67950, 0.00464], [3.91646, 0.31887, 2.21124], [5.21177, 3.53494, -1.43059], [-4.50522, 0.08317, -3.51519], [-2.54319, -1.32860, 0.15516], [3.56676, 1.87884, -0.93971], [-3.98039, -0.35613, 2.98724], [-2.07707, -0.22835, -1.21864], [-2.20755, 1.38106, 4.26984], [-2.64544, 0.12226, 2.59347], [3.98188, 2.64505, -2.93290], [-0.97340, -2.26530, 0.07452], [-0.71699, 1.17845, 2.64033], [5.75085, 4.17826, -2.11341], [2.62297, 1.01711, -1.34415], [6.31252, 4.23070, 0.30313], [-4.24553, -1.41825, -2.61529], [0.54311, -3.85691, 0.01687], [5.53873, 3.55652, -0.04375], [-1.37830, -5.59264, 0.10085], [4.88482, 2.70813, 0.87804], [-4.87348, 0.03465, -1.78431], [-3.97382, -1.43926, 3.07820]],
  "atomic_forces_ev_per_a": [[0.0, 0.0, 0.0], [0.0, 0.0, 0.0], [0.0, 0.0, 0.0], [0.1, -0.2, 0.1], [0.0, 0.0, 0.0], [0.0, 0.0, 0.0], [0.0, 0.0, 0.0], [0.0, 0.0, 0.0], [0.1, 0.1, -0.1], [0.1, 0.0, -0.1], [0.0, 0.0, 0.0], [0.0, 0.0, 0.0], [0.0, 0.0, 0.0], [0.0, 0.0, 0.0], [0.0, 0.0, 0.0], [-0.2, 0.3, 0.1], [0.0, 0.0, 0.0], [0.0, 0.3, -0.1], [0.0, 0.0, 0.0], [0.1, 0.1, 0.0], [0.0, 0.0, 0.0], [0.0, 0.0, 0.0], [-0.2, -0.2, 0.2], [0.0, 0.0, -0.1], [0.0, 0.0, 0.0], [0.0, 0.0, 0.0], [0.0, 0.0, 0.0], [0.1, 0.0, -0.1], [0.1, 0.0, -0.1], [0.0, 0.0, -0.1], [0.0, 0.0, 0.0], [0.1, -0.1, 0.0], [0.0, -0.2, 0.2], [0.0, 0.0, 0.0], [0.0, 0.0, 0.0], [0.0, 0.0, 0.0], [0.0, 0.0, 0.0], [0.0, 0.0, 0.0], [0.0, 0.2, 0.0], [0.0, 0.0, 0.0], [0.0, 0.0, 0.0], [-0.1, -0.2, 0.0], [0.0, 0.0, 0.0], [0.0, 0.0, 0.0], [0.0, 0.0, 0.0], [0.0, 0.0, 0.0], [0.0, 0.0, 0.0], [0.0, -0.1, 0.1], [0.0, 0.0, 0.0], [0.0, 0.0, 0.0]],
  "nbo_charge": [0.269, -0.076, -0.011, -0.389, -0.015, 0.258, 0.230, -0.276, -0.167, -0.471, -0.416, 0.272, 0.537, -0.278, -0.415, 1.292, 0.239, -0.789, -0.069, -0.276, 0.285, 0.237, 0.753, 0.076, 0.256, 0.272, 0.238, -0.400, -0.453, -0.118, 0.256, 0.856, 0.565, -0.415, 0.077, 0.271, -0.271, 0.262, 0.082, -0.050, 0.280, -0.660, 0.268, 0.237, -0.010, 0.056, 0.257, -0.130, 0.238, 0.238]
}


# 5
{
  "formula": "C19H20N",
  "method": "ωB97M-V/def2-TZVPD",
  "orbital_gap_ev": 5.7,
  "lumo_ev": -5.474,
  "charge": 1,
  "species": ["H", "C", "H", "C", "C", "C", "C", "H", "H", "C", "H", "H", "C", "C", "C", "C", "C", "C", "H", "C", "C", "H", "H", "C", "H", "H", "H", "H", "C", "H", "C", "H", "C", "N", "H", "H", "H", "H", "C", "H"],
  "xyz": [[5.43018, -2.45762, 1.02322], [3.97754, -0.88972, 0.93878], [-5.94992, -0.99097, 1.89660], [-0.04435, 0.84412, -2.03911], [5.39319, -1.36543, 1.00874], [3.68977, 0.48151, 0.92750], [-3.72969, 0.49082, 0.90428], [-2.16337, 1.36061, -2.40582], [-3.16970, -2.84880, 1.03983], [2.38332, 0.93214, 0.86612], [-6.00287, -0.99819, 0.13586], [-4.55431, 1.20501, 0.91520], [-1.62944, -1.35020, 0.97165], [-5.43391, -1.35623, 1.00063], [0.83021, 2.54578, -3.23716], [-4.01723, -0.88005, 0.94743], [1.27913, 0.02524, 0.78559], [-0.55572, 2.66232, -3.31059], [5.97057, -1.01213, 0.14727], [-2.94940, -1.78163, 0.98467], [-1.11312, 1.57487, -2.56301], [-0.02185, 1.68047, 0.44397], [-0.84385, -2.08940, 1.05823], [-0.02003, 0.59532, 0.57746], [4.51371, 1.19420, 0.97740], [5.89984, -0.99426, 1.90721], [1.60959, 3.16348, -3.66894], [-5.47038, -2.44848, 1.01068], [-1.31503, 0.03232, 0.82753], [0.80868, -2.10769, 0.77775], [2.91088, -1.79318, 0.91468], [2.06596, 1.10814, -2.24168], [1.59264, -1.36302, 0.83576], [1.12767, 1.42705, -2.47564], [3.12912, -2.86164, 0.95862], [-2.21205, 2.01422, 0.81072], [-0.05061, -0.12640, -1.55894], [2.16994, 2.00659, 0.88626], [-2.42187, 0.93967, 0.84993], [-1.11324, 3.43116, -3.82873]],
  "atomic_forces_ev_per_a": [[0.1, 0.2, 0.0], [-0.1, 0.2, 0.1], [0.2, 0.0, -0.1], [-0.3, 0.1, -0.7], [0.2, -0.3, 0.0], [-0.2, 0.2, 0.1], [0.3, 0.3, 0.1], [0.2, 0.0, -0.1], [0.1, 0.3, 0.0], [-0.3, 0.0, -0.2], [0.1, 0.0, 0.1], [0.3, -0.1, 0.0], [-0.2, 0.2, -0.2], [-0.1, -0.3, -0.1], [-0.6, -0.5, 0.3], [0.1, 0.3, 0.1], [0.7, -0.1, -0.4], [0.4, -0.6, 0.5], [-0.1, 0.0, 0.1], [0.5, -0.1, 0.1], [0.9, 0.3, 0.1], [0.0, -0.3, 0.0], [-0.4, 0.1, -0.1], [-0.2, -0.1, 1.6], [-0.3, -0.1, 0.0], [-0.2, 0.0, -0.1], [-0.2, -0.2, 0.2], [-0.1, 0.2, 0.0], [-0.6, 0.1, -0.3], [0.4, 0.1, -0.1], [-0.4, -0.1, 0.0], [-0.6, 0.2, -0.2], [0.2, 0.3, -0.1], [-0.2, 0.5, -0.1], [-0.1, 0.3, -0.1], [-0.1, -0.4, -0.1], [0.1, 0.2, -0.4], [0.1, -0.4, -0.1], [0.2, -0.1, -0.3], [0.2, -0.1, 0.1]],
  "nbo_charge": [0.231, 0.099, 0.249, -0.107, -0.652, -0.236, -0.236, 0.231, 0.232, -0.097, 0.246, 0.237, -0.051, -0.654, -0.035, 0.106, -0.222, -0.298, 0.245, -0.235, -0.260, 0.237, 0.203, 0.147, 0.237, 0.248, 0.229, 0.230, -0.219, 0.203, -0.243, 0.424, -0.049, -0.518, 0.234, 0.228, 0.223, 0.228, -0.077, 0.241]
}


Across the entries above, ΔE to the lowest compared entry with this formula, charge and spin takes the values 17.76 37.61 4.28 15.40 4.37 kcal/mol, respectively.